Entry 1:
# C27H24N4O5Sn

A structure of composition C27H24N4O5Sn (wB97M-V/def2-TZVPD, the Open Molecules 2025 dataset).

ORCA input file:
```
! RIJCOSX wB97M-V def2-TZVPD def2/J DEFGRID3
* xyz 2 1
Sn 0.472 1.194 0.590
C 0.693 -1.189 3.474
O 1.608 -0.602 4.383
C 2.895 -0.435 4.005
C 3.813 -0.203 5.018
C 5.184 -0.046 4.794
C 5.705 -0.130 3.521
C 4.789 -0.338 2.496
C 4.931 -0.475 1.098
N 3.764 -0.617 0.546
N 3.515 -0.833 -0.755
C 2.410 -0.516 -1.364
O 1.342 0.018 -0.858
C 2.352 -0.816 -2.817
C 3.499 -1.108 -3.553
C 3.401 -1.352 -4.913
C 2.159 -1.320 -5.538
C 1.015 -1.040 -4.805
C 1.112 -0.782 -3.449
C 3.422 -0.460 2.715
O 2.750 -0.611 1.514
H -0.172 -1.497 4.052
H 1.123 -2.059 2.979
H 0.363 -0.457 2.733
H 3.415 -0.168 6.025
H 5.836 0.129 5.638
H 6.765 -0.034 3.320
H 5.816 -0.492 0.478
H 4.463 -1.138 -3.062
H 4.293 -1.567 -5.487
H 2.085 -1.514 -6.601
H 0.048 -1.023 -5.293
H 0.224 -0.565 -2.872
O -5.499 -2.367 -0.615
C -4.290 -3.080 -0.501
C -3.193 -2.097 -0.208
C -1.911 -2.537 0.108
C -0.926 -1.607 0.340
N -1.166 -0.286 0.291
C -2.396 0.153 -0.026
C -3.426 -0.728 -0.278
C -2.543 1.628 -0.152
C -3.762 2.266 -0.230
C -3.796 3.648 -0.388
C -5.103 4.382 -0.479
O -6.147 3.440 -0.402
C -2.592 4.339 -0.461
C -1.412 3.639 -0.351
N -1.387 2.307 -0.199
H -6.217 -2.972 -0.827
H -4.032 -3.606 -1.427
H -4.318 -3.824 0.300
H -1.676 -3.593 0.166
H 0.089 -1.909 0.565
H -4.410 -0.379 -0.550
H -4.694 1.724 -0.164
H -5.119 4.940 -1.420
H -5.145 5.113 0.334
H -6.996 3.890 -0.456
H -2.567 5.413 -0.593
H -0.458 4.147 -0.390
*
```

The value obtained for the gap between HOMO and LUMO is 7.41 eV.

Partial charges, natural (NBO), in e: Sn 1.4601; C -0.2384; O -0.4651; C 0.2623; C -0.1836; C -0.1718; C -0.1916; C -0.0899; C 0.1236; N 0.1666; N -0.3737; C 0.6299; O -0.8865; C -0.0909; C -0.1758; C -0.2003; C -0.1554; C -0.2137; C -0.1835; C 0.2079; O -0.2959; H 0.2275; H 0.1871; H 0.1370; H 0.2567; H 0.2506; H 0.2500; H 0.2751; H 0.2336; H 0.2358; H 0.2345; H 0.2276; H 0.2111; O -0.7148; C -0.1041; C 0.0813; C -0.1822; C 0.0570; N -0.6013; C 0.2033; C -0.2184; C 0.1854; C -0.2139; C 0.0919; C -0.1035; O -0.7163; C -0.2186; C 0.0722; N -0.5823; H 0.5003; H 0.2072; H 0.2041; H 0.2422; H 0.2211; H 0.2710; H 0.2700; H 0.2064; H 0.2065; H 0.5001; H 0.2518; H 0.2228

***

Entry 2:
# C33H35Cl5O5PS4SiTi

A structure of composition C33H35Cl5O5PS4SiTi (wB97M-V/def2-TZVPD, the Open Molecules 2025 dataset).

ORCA input file:
```
! RIJCOSX wB97M-V def2-TZVPD def2/J DEFGRID3
* xyz 1 1
Ti -0.322 0.932 0.413
C -3.096 0.262 -1.930
C -4.128 1.327 -1.597
S -3.374 2.695 -0.694
C -4.564 2.955 0.642
C -4.860 1.756 1.542
S -3.378 1.017 2.284
C -3.634 -0.731 1.941
C -3.603 -1.160 0.476
S -2.233 -0.559 -0.561
H -2.283 0.697 -2.507
H -3.547 -0.527 -2.536
H -4.961 0.920 -1.027
H -4.538 1.689 -2.541
H -5.501 3.337 0.234
H -4.126 3.768 1.222
H -5.386 0.978 0.990
H -5.534 2.078 2.337
H -4.587 -1.056 2.364
H -2.849 -1.236 2.497
H -4.514 -0.861 -0.038
H -3.550 -2.249 0.426
O 1.283 0.750 1.731
S 0.630 -0.222 2.670
O 0.517 0.202 4.020
O -0.674 -0.471 1.953
C 1.558 -1.706 2.583
C 2.041 -2.245 3.767
C 2.791 -3.409 3.712
C 3.049 -4.008 2.487
C 2.562 -3.452 1.313
C 1.801 -2.288 1.338
P 1.177 -1.564 -0.237
C 0.122 -2.915 -0.843
C -0.151 -3.048 -2.202
C -1.116 -3.942 -2.642
C -1.831 -4.703 -1.729
C -1.569 -4.573 -0.372
C -0.601 -3.685 0.070
C 2.734 -1.562 -1.185
C 3.671 -0.614 -0.768
C 4.919 -0.551 -1.365
C 5.231 -1.416 -2.407
C 4.304 -2.358 -2.827
C 3.062 -2.444 -2.210
H 1.830 -1.752 4.705
H 3.177 -3.842 4.625
H 3.639 -4.914 2.442
H 2.779 -3.925 0.364
H 0.376 -2.446 -2.927
H -1.307 -4.040 -3.703
H -2.583 -5.401 -2.073
H -2.113 -5.173 0.346
H -0.411 -3.593 1.132
H 3.425 0.067 0.043
H 5.642 0.179 -1.027
H 6.199 -1.356 -2.887
H 4.549 -3.041 -3.630
H 2.367 -3.210 -2.523
Cl 4.769 1.386 -4.880
C 3.379 1.414 -3.879
C 2.230 0.724 -4.251
Cl 2.193 -0.151 -5.725
C 1.107 0.741 -3.427
Cl -0.337 -0.042 -3.938
C 1.127 1.386 -2.190
O 0.084 1.309 -1.352
C 2.277 2.100 -1.848
Cl 2.326 2.898 -0.329
C 3.388 2.125 -2.683
Cl 4.782 3.009 -2.220
C -1.761 3.919 3.290
Si -0.443 3.919 1.983
C 1.214 3.927 2.813
C -0.667 5.252 0.715
O -0.606 2.457 1.106
H -1.635 4.816 3.903
H -1.672 3.052 3.946
H -2.772 3.944 2.885
H 1.252 4.825 3.439
H 2.072 3.965 2.144
H 1.321 3.062 3.471
H -0.450 6.233 1.142
H -1.693 5.268 0.340
H 0.000 5.098 -0.135
*
```

The value obtained for the gap between HOMO and LUMO is 7.49 eV. Its energy above the lowest of the compared OMol25 structures with the same formula, charge and spin is 7.0 kcal/mol.

Partial charges, Löwdin, in e: Ti 0.8870; C -0.4963; C -0.4977; S 0.8939; C -0.5142; C -0.4919; S 0.9013; C -0.5120; C -0.4253; S 0.9175; H 0.0066; H 0.0967; H 0.0633; H 0.0886; H 0.0871; H 0.0535; H 0.0633; H 0.0843; H 0.0932; H 0.0613; H 0.0718; H 0.0796; O -0.4177; S 0.5625; O -0.2149; O -0.4583; C -0.2694; C -0.0296; C -0.0394; C -0.0350; C -0.0546; C -0.3177; P 1.1214; C -0.3817; C -0.1335; C -0.0627; C -0.0695; C -0.0753; C -0.0968; C -0.3496; C -0.0979; C -0.0726; C -0.0707; C -0.0611; C -0.0796; H 0.1202; H 0.1177; H 0.1174; H 0.1209; H 0.0617; H 0.1127; H 0.1094; H 0.1110; H 0.1098; H 0.1010; H 0.1068; H 0.1123; H 0.1129; H 0.0971; Cl 0.7239; C -0.7092; C -0.6948; Cl 0.7226; C -0.5793; Cl 0.8029; C -0.4057; O -0.2779; C -0.5878; Cl 0.8301; C -0.7027; Cl 0.7343; C -0.1516; Si 0.3828; C -0.1494; C -0.1408; O -0.4123; H 0.0500; H 0.0383; H 0.0102; H 0.0498; H 0.0053; H 0.0377; H 0.0460; H 0.0272; H 0.0313

***

Entry 3:
# C6H7N5O4

A structure of composition C6H7N5O4 (wB97M-V/def2-TZVPD, the Open Molecules 2025 dataset).

ORCA input file:
```
! RIJCOSX wB97M-V def2-TZVPD def2/J DEFGRID3
* xyz 0 1
O 1.224 -1.444 -2.174
N 0.007 -1.126 -2.312
C -0.767 -0.783 -1.150
C -0.183 -0.957 0.181
C -0.983 -0.301 1.198
N -0.447 0.182 2.375
O 0.544 -0.160 3.026
O -1.211 1.273 2.777
N -2.269 1.505 1.866
C -2.054 0.577 0.871
N -2.538 0.697 -0.365
C -1.914 0.003 -1.329
O -0.563 -1.060 -3.426
H 0.182 -1.962 0.432
H -2.320 0.148 -2.333
C 1.932 1.029 -0.164
N 1.528 -0.279 0.322
H 2.995 0.970 -0.427
H 1.341 1.299 -1.041
H 1.837 1.792 0.620
H 1.707 -0.396 1.329
H 1.952 -1.010 -0.276
*
```

The value obtained for the gap between HOMO and LUMO is 7.72 eV. Its energy above the lowest of the compared OMol25 structures with the same formula, charge and spin is 122.7 kcal/mol.

Partial charges, natural (NBO), in e: O -0.4766; N 0.5104; C -0.1788; C -0.0106; C -0.0612; N 0.4119; O -0.4453; O -0.1488; N -0.1049; C 0.3011; N -0.4961; C 0.1401; O -0.3918; H 0.2295; H 0.2369; C -0.4310; N -0.6239; H 0.2215; H 0.2254; H 0.2209; H 0.4292; H 0.4420

***

Entry 4:
# C7H14N3O4P

The molecule C7H14N3O4P (wB97M-V/def2-TZVPD, the Open Molecules 2025 dataset).

ORCA input file:
```
! RIJCOSX wB97M-V def2-TZVPD def2/J DEFGRID3
* xyz 0 1
C 1.628 1.147 0.184
C -2.422 0.503 -0.265
C -2.806 -0.890 -0.064
C 0.488 -2.431 3.082
C -0.991 -2.432 3.089
C 2.974 2.211 -2.123
C 1.615 2.441 -1.656
N -1.388 -0.514 -0.002
N -0.264 -2.016 1.862
N 1.144 -0.312 0.780
O 2.167 2.001 0.758
O -0.851 0.535 2.407
O 1.398 -1.224 -0.313
O 1.141 1.189 -1.009
P -0.429 -0.436 1.353
H -2.333 0.985 -1.225
H -2.656 1.155 0.501
H -3.246 -1.367 0.890
H -2.948 -1.697 -0.922
H 1.028 -1.595 3.604
H 1.075 -3.290 3.101
H -1.530 -3.330 2.950
H -1.532 -1.474 3.553
H 3.494 1.563 -1.451
H 3.092 1.717 -3.152
H 3.565 3.205 -2.068
H 0.902 2.774 -2.440
H 1.481 3.182 -0.863
H 0.675 -1.878 -0.445
*
```

The value obtained for the gap between HOMO and LUMO is 10.14 eV. Its energy above the lowest of the compared OMol25 structures with the same formula, charge and spin is 31.8 kcal/mol. Its SMILES is CCOC(=O)N(O)P(=O)(N1CC1)N1CC1.

Partial charges, natural (NBO), in e: C 0.9300; C -0.2250; C -0.2344; C -0.2177; C -0.2521; C -0.6476; C -0.0954; N -0.8026; N -0.8083; N -0.5559; O -0.5548; O -1.0811; O -0.5749; O -0.4870; P 2.3152; H 0.2101; H 0.2184; H 0.2136; H 0.2095; H 0.2139; H 0.2075; H 0.2042; H 0.2336; H 0.2281; H 0.2229; H 0.2280; H 0.2005; H 0.2138; H 0.4878